# 1
{
  "formula": "C11H58NO17",
  "method": "wB97M-V/def2-TZVPD",
  "symbols": ["C", "C", "C", "C", "N", "C", "C", "C", "C", "C", "C", "C", "H", "H", "H", "H", "H", "H", "H", "H", "H", "H", "H", "H", "H", "H", "H", "H", "H", "H", "H", "H", "H", "H", "H", "H", "O", "H", "H", "O", "H", "H", "O", "H", "H", "O", "H", "H", "O", "H", "H", "O", "H", "H", "O", "H", "H", "O", "H", "H", "O", "H", "H", "O", "H", "H", "O", "H", "H", "O", "H", "H", "O", "H", "H", "O", "H", "H", "O", "H", "H", "O", "H", "H", "O", "H", "H"],
  "coordinates": [[3.917, -2.637, 1.465], [2.557, -2.178, 2.071], [1.725, -1.593, 0.918], [2.041, -0.208, 0.222], [1.188, 0.363, -0.886], [1.285, -0.454, -2.183], [2.372, 0.250, -3.105], [2.838, 1.429, -2.361], [1.715, 1.624, -1.364], [-0.244, 0.487, -0.547], [-0.619, 1.183, 0.888], [-2.052, 1.075, 1.299], [4.418, -1.832, 0.894], [3.969, -3.525, 0.796], [4.568, -2.778, 2.372], [2.685, -1.464, 2.848], [2.100, -2.870, 2.537], [0.711, -1.450, 1.243], [1.571, -2.334, -0.040], [3.179, -0.316, -0.212], [2.240, 0.543, 0.936], [0.327, -0.561, -2.667], [1.557, -1.555, -1.807], [2.175, 0.152, -4.225], [3.153, -0.313, -2.985], [3.081, 2.250, -2.976], [3.610, 1.384, -1.827], [0.931, 2.134, -1.675], [1.949, 2.370, -0.528], [-0.601, -0.514, -0.429], [-0.990, 1.062, -1.302], [-0.551, 2.301, 0.627], [0.043, 0.931, 1.812], [-2.259, 0.056, 1.756], [-2.725, 1.122, 0.497], [-2.496, 1.705, 2.055], [-4.468, 1.327, 3.689], [-4.899, 2.003, 3.416], [-4.632, 0.644, 3.087], [6.597, 0.615, 1.714], [5.797, 0.329, 2.283], [7.415, 0.559, 2.328], [1.235, -4.800, -1.447], [2.070, -4.947, -1.905], [0.538, -4.606, -2.035], [-3.683, 0.558, -2.840], [-3.255, -0.159, -2.495], [-4.273, 0.137, -3.324], [0.372, 2.800, -4.846], [-0.572, 2.193, -4.853], [0.138, 3.361, -4.157], [-2.926, -2.800, 1.230], [-3.687, -3.339, 1.533], [-2.146, -3.502, 0.890], [-2.241, 4.335, 0.041], [-2.184, 5.226, -0.317], [-1.473, 4.344, 0.469], [-0.814, -0.908, -5.352], [0.069, -1.101, -5.376], [-1.478, -1.051, -5.963], [-1.927, -1.597, -2.565], [-2.642, -2.221, -2.563], [-1.815, -1.526, -3.563], [0.296, -1.363, 3.889], [-0.560, -0.891, 3.973], [0.856, -1.206, 4.804], [-1.684, 0.913, 4.619], [-2.576, 1.079, 4.511], [-1.001, 1.558, 4.207], [-4.658, -1.213, -0.150], [-3.881, -1.640, 0.178], [-5.014, -2.042, -0.702], [0.050, -4.056, 3.674], [0.134, -3.106, 3.714], [0.737, -4.390, 4.229], [-0.261, 4.587, 1.990], [-0.644, 5.341, 1.810], [0.429, 4.400, 1.274], [1.510, 4.988, -0.482], [2.257, 5.307, -0.106], [1.465, 5.355, -1.408], [-0.504, -4.395, 0.689], [-0.116, -4.587, 1.552], [0.253, -4.668, -0.165], [-4.282, 2.851, -1.150], [-3.539, 3.451, -0.819], [-3.758, 2.038, -1.346]],
  "mulliken_charge": [-1.20, -0.93, 0.66, -0.96, 1.60, 0.40, -0.48, -1.81, -1.26, -1.50, 1.23, -1.26, 0.29, 0.25, 0.36, 0.45, 0.53, -0.09, -0.22, 0.23, 0.44, -0.05, -0.05, 0.24, 0.43, 0.56, 0.80, 0.86, 0.29, 0.81, 0.15, -0.48, -0.01, 0.21, 0.02, 0.60, -0.56, 0.25, 0.29, -0.65, 0.32, 0.33, -0.63, 0.30, 0.29, -0.51, 0.34, 0.23, -0.64, 0.35, 0.27, -0.67, 0.28, 0.39, -0.56, 0.26, 0.24, -0.55, 0.27, 0.26, -0.55, 0.27, 0.29, -0.69, 0.29, 0.35, -0.65, 0.30, 0.31, -0.58, 0.33, 0.29, -0.62, 0.40, 0.30, -0.61, 0.23, 0.35, -0.58, 0.27, 0.29, -0.78, 0.32, 0.39, -0.67, 0.48, 0.28],
  "orbital_gap_ev": 9.36,
  "energy_ev": -48631.8042,
  "charge": 1,
  "multiplicity": 1,
  "homo_ev": -11.9
}

---

# 2
{
  "formula": "C46H60N14O9",
  "method": "wB97M-V/def2-TZVPD",
  "symbols": ["C", "C", "C", "H", "O", "C", "H", "C", "O", "C", "H", "C", "O", "C", "H", "C", "N", "C", "N", "C", "N", "C", "N", "N", "C", "H", "H", "C", "N", "C", "O", "C", "N", "C", "C", "N", "N", "C", "H", "H", "C", "O", "H", "H", "H", "H", "H", "C", "C", "C", "C", "C", "C", "C", "H", "H", "O", "H", "H", "H", "H", "H", "C", "H", "C", "H", "H", "H", "H", "H", "N", "C", "C", "N", "C", "O", "C", "N", "C", "C", "N", "N", "C", "H", "H", "C", "O", "H", "H", "H", "H", "H", "C", "C", "C", "C", "C", "C", "C", "H", "H", "O", "H", "H", "H", "H", "H", "C", "C", "H", "H", "H", "H", "H", "H", "H", "H", "H", "H", "H", "H", "H", "H", "H", "H", "H", "H", "H", "H"],
  "coordinates": [[-1.891, -3.269, 1.182], [-1.049, -3.781, 0.498], [0.037, -4.410, -0.243], [-0.196, -5.478, -0.385], [1.298, -4.264, 0.389], [1.353, -4.863, 1.668], [1.227, -5.952, 1.583], [2.705, -4.566, 2.305], [3.625, -5.594, 1.981], [4.964, -5.173, 1.920], [5.559, -6.088, 1.975], [5.301, -4.447, 0.613], [4.848, -3.110, 0.674], [5.194, -2.328, -0.445], [6.275, -2.410, -0.640], [4.430, -2.685, -1.730], [3.013, -2.465, -1.627], [2.418, -1.376, -2.143], [3.183, -0.502, -2.809], [2.543, 0.585, -3.226], [1.245, 0.828, -3.066], [0.554, -0.166, -2.498], [1.098, -1.273, -1.987], [-0.787, -0.062, -2.497], [-1.624, -1.012, -1.814], [-2.428, -1.323, -2.491], [-1.018, -1.873, -1.540], [-2.216, -0.365, -0.559], [-2.941, 0.829, -0.931], [-4.228, 1.119, -0.692], [-4.746, 2.166, -1.038], [-5.023, 0.067, 0.113], [-4.537, 0.071, 1.469], [-4.477, 1.115, 2.323], [-3.989, 0.576, 3.497], [-3.781, -0.739, 3.279], [-4.106, -1.029, 2.075], [-3.766, 1.244, 4.811], [-4.654, 1.105, 5.435], [-3.626, 2.315, 4.648], [-2.561, 0.671, 5.564], [-1.331, 1.021, 4.973], [-1.268, 0.571, 4.104], [-2.657, -0.419, 5.622], [-2.534, 1.083, 6.577], [-4.761, 2.107, 2.045], [-4.860, -0.938, -0.287], [-6.529, 0.379, 0.073], [-7.126, -0.096, -1.222], [-7.252, 0.763, -2.305], [-7.779, 0.316, -3.502], [-8.188, -1.005, -3.635], [-8.059, -1.875, -2.557], [-7.530, -1.418, -1.367], [-7.436, -2.100, -0.533], [-8.380, -2.897, -2.673], [-8.717, -1.487, -4.795], [-8.758, -0.781, -5.451], [-7.876, 0.995, -4.339], [-6.923, 1.786, -2.210], [-6.668, 1.456, 0.175], [-7.011, -0.128, 0.912], [-2.099, 1.795, -1.617], [-1.303, 2.114, -0.939], [-1.473, 1.153, -2.860], [-2.259, 0.905, -3.584], [-0.753, 1.830, -3.316], [-2.719, 2.648, -1.894], [-1.390, -0.066, 0.092], [-2.835, -1.084, -0.033], [3.253, 1.518, -3.918], [2.780, 2.877, -3.971], [3.778, 3.787, -3.211], [4.623, 2.979, -2.362], [4.458, 2.679, -1.057], [5.241, 1.960, -0.462], [3.236, 3.227, -0.312], [2.371, 2.102, -0.062], [2.685, 0.901, 0.468], [1.468, 0.294, 0.686], [0.511, 1.167, 0.296], [1.062, 2.239, -0.150], [1.128, -1.018, 1.292], [2.039, -1.591, 1.462], [0.482, -1.575, 0.613], [0.400, -0.805, 2.625], [-0.762, -0.016, 2.490], [-0.546, 0.730, 1.903], [0.071, -1.766, 3.028], [1.087, -0.333, 3.343], [3.693, 0.586, 0.626], [2.634, 3.932, -0.885], [3.639, 3.856, 1.045], [2.438, 3.873, 1.951], [2.259, 2.876, 2.901], [1.079, 2.775, 3.613], [0.042, 3.677, 3.384], [0.237, 4.710, 2.468], [1.416, 4.796, 1.759], [1.541, 5.588, 1.033], [-0.560, 5.419, 2.310], [-1.143, 3.582, 4.018], [-1.186, 2.730, 4.513], [0.942, 1.991, 4.344], [3.049, 2.159, 3.079], [4.018, 4.863, 0.862], [4.438, 3.252, 1.479], [5.510, 2.133, -3.139], [4.659, 1.353, -4.176], [4.858, 1.726, -5.187], [4.881, 0.289, -4.132], [6.005, 1.456, -2.444], [6.263, 2.752, -3.635], [4.443, 4.291, -3.920], [3.258, 4.556, -2.643], [1.791, 2.888, -3.511], [2.692, 3.204, -5.014], [2.477, -3.027, -0.979], [4.607, -3.732, -1.993], [4.797, -2.046, -2.534], [4.964, -1.299, -0.163], [6.392, -4.460, 0.457], [4.820, -4.991, -0.209], [5.214, -4.527, 2.772], [3.064, -3.604, 1.933], [2.595, -4.513, 3.398], [0.547, -4.462, 2.297], [0.148, -3.930, -1.222], [-2.642, -2.795, 1.748]],
  "mulliken_charge": [-0.78, 0.24, -0.64, 0.46, -0.32, -0.86, 0.45, -0.07, -0.41, -0.71, 0.44, -0.37, -0.32, -0.03, 0.44, -1.09, 0.10, 0.19, -0.25, 0.24, -0.07, 0.22, -0.08, 0.13, -0.90, 0.30, -0.03, 0.07, 0.11, 0.77, -0.72, -0.56, 1.22, 0.10, -0.13, -0.51, -0.71, -0.70, 0.37, 0.28, -0.73, -0.53, 0.38, 0.47, 0.40, 0.56, 0.46, -0.83, -0.36, -0.33, -0.66, 0.99, -0.79, -0.32, 0.42, 0.41, -0.56, 0.27, 0.27, 0.44, 0.43, 0.53, -0.49, -0.15, -0.81, 0.39, 0.33, 0.62, -0.27, 0.47, -0.10, -0.51, -0.72, 0.09, -0.29, -0.73, -0.31, 2.21, -0.97, -0.34, 0.43, -1.53, 1.33, -0.38, -0.98, -1.36, 0.03, 0.12, 0.55, 0.31, 0.82, 0.63, -1.29, -0.14, -0.07, -0.37, 0.40, -0.86, -0.33, 0.38, 0.42, -0.65, 0.37, 0.59, 0.40, 0.57, 0.51, -0.94, -0.64, 0.34, 0.39, 0.40, 0.36, 0.34, 0.40, 0.08, 0.54, 0.16, 0.44, 0.41, -0.13, 0.42, 0.21, 0.30, 0.18, 0.30, 0.43, 0.24, 0.64],
  "orbital_gap_ev": 8.66,
  "energy_ev": -87964.3893,
  "charge": 0,
  "multiplicity": 1,
  "homo_ev": -8.1
}

---

# 3
{
  "formula": "C17H30CuF5GeP2Se",
  "method": "wB97M-V/def2-TZVPD",
  "symbols": ["Cu", "C", "P", "C", "C", "C", "P", "C", "C", "H", "H", "H", "H", "H", "H", "H", "H", "H", "H", "H", "H", "H", "H", "H", "H", "C", "Ge", "C", "C", "C", "Se", "C", "H", "H", "H", "H", "H", "H", "H", "H", "H", "H", "H", "H", "H", "H", "F", "C", "C", "C", "F", "C", "F", "C", "F", "C", "F"],
  "coordinates": [[0.760, 0.182, -0.276], [4.116, -0.839, 0.294], [3.057, 0.357, -0.551], [3.629, 0.370, -2.273], [3.515, 1.998, 0.119], [2.448, 3.029, -0.262], [0.788, 2.459, 0.275], [0.764, 2.834, 2.054], [-0.367, 3.643, -0.467], [5.167, -0.564, 0.199], [3.961, -1.823, -0.148], [3.843, -0.891, 1.347], [4.699, 0.579, -2.323], [3.087, 1.120, -2.848], [3.429, -0.607, -2.711], [4.501, 2.296, -0.245], [3.588, 1.899, 1.205], [2.414, 3.155, -1.348], [2.664, 4.008, 0.172], [1.007, 3.885, 2.222], [1.485, 2.208, 2.579], [-0.223, 2.620, 2.461], [-0.096, 4.670, -0.219], [-1.370, 3.439, -0.092], [-0.369, 3.524, -1.551], [-3.299, -1.876, 0.630], [-3.533, 0.033, 0.322], [-2.527, 1.062, 1.639], [-5.419, 0.514, 0.351], [-2.862, 0.588, -1.459], [-1.055, 0.089, -1.995], [-1.367, -1.768, -2.449], [-3.703, -2.119, 1.614], [-2.247, -2.159, 0.625], [-3.834, -2.471, -0.109], [-2.816, 0.763, 2.647], [-2.725, 2.131, 1.535], [-1.460, 0.871, 1.529], [-5.843, 0.291, 1.330], [-5.974, -0.054, -0.395], [-5.561, 1.576, 0.153], [-2.890, 1.678, -1.519], [-3.494, 0.213, -2.265], [-1.629, -2.337, -1.564], [-0.450, -2.151, -2.889], [-2.166, -1.794, -3.186], [1.800, -2.460, -1.787], [1.272, -2.755, -0.569], [0.791, -1.737, 0.219], [0.293, -2.111, 1.448], [-0.195, -1.163, 2.284], [0.245, -3.426, 1.880], [-0.260, -3.742, 3.070], [0.731, -4.422, 1.048], [0.697, -5.691, 1.435], [1.254, -4.087, -0.192], [1.728, -5.038, -0.993]],
  "mulliken_charge": [-1.14, -1.26, 0.53, -1.35, -0.95, -0.99, 1.07, -1.31, -1.18, 0.48, 0.34, 0.38, 0.44, 0.39, 0.36, 0.53, 0.39, 0.38, 0.55, 0.45, 0.41, 0.35, 0.47, 0.26, 0.39, -0.79, 0.44, -0.63, -1.18, -1.05, 0.00, -0.97, 0.37, -0.10, 0.39, 0.42, 0.42, -0.37, 0.37, 0.37, 0.36, 0.44, 0.48, 0.26, 0.30, 0.44, -0.40, 1.38, -0.71, 0.62, -0.37, 0.48, -0.31, 0.64, -0.30, 0.36, -0.31],
  "orbital_gap_ev": [8.74, 6.84],
  "energy_ev": -216776.9085,
  "charge": 1,
  "multiplicity": 2,
  "homo_ev": [-11.0, -11.5]
}

---

# 4
{
  "formula": "C34H60Cl2N8",
  "method": "wB97M-V/def2-TZVPD",
  "symbols": ["C", "C", "C", "C", "N", "H", "H", "H", "H", "H", "H", "H", "C", "C", "C", "C", "N", "H", "H", "H", "H", "H", "H", "H", "C", "C", "C", "C", "N", "H", "H", "H", "H", "H", "H", "H", "C", "C", "C", "C", "N", "H", "H", "H", "H", "H", "H", "H", "C", "C", "C", "C", "N", "H", "H", "H", "H", "H", "H", "H", "C", "C", "C", "C", "N", "H", "H", "H", "H", "H", "H", "H", "C", "C", "C", "C", "N", "H", "H", "H", "H", "H", "H", "H", "C", "C", "C", "C", "N", "H", "H", "H", "H", "H", "H", "H", "Cl", "C", "C", "Cl", "H", "H", "H", "H"],
  "coordinates": [[4.343, -1.371, -4.468], [2.954, -1.913, -4.125], [2.790, -2.276, -2.628], [3.355, -1.277, -1.729], [3.798, -0.485, -1.029], [5.094, -2.161, -4.413], [4.637, -0.558, -3.805], [4.346, -0.993, -5.491], [2.806, -2.823, -4.701], [2.207, -1.153, -4.336], [3.231, -3.244, -2.386], [1.722, -2.343, -2.400], [-1.361, -2.155, 4.797], [-2.720, -1.568, 4.477], [-2.954, -1.293, 2.993], [-2.964, -2.497, 2.178], [-3.002, -3.457, 1.552], [-0.539, -1.520, 4.457], [-1.216, -3.143, 4.354], [-1.259, -2.264, 5.879], [-2.858, -0.651, 5.053], [-3.483, -2.257, 4.850], [-2.201, -0.594, 2.628], [-3.916, -0.793, 2.847], [-2.144, 4.570, 0.240], [-3.428, 3.764, 0.376], [-3.468, 3.012, 1.711], [-4.460, 1.941, 1.779], [-5.227, 1.094, 1.857], [-2.067, 5.366, 0.981], [-2.089, 5.008, -0.757], [-1.286, 3.903, 0.360], [-3.428, 3.027, -0.431], [-4.318, 4.382, 0.257], [-3.621, 3.698, 2.545], [-2.496, 2.522, 1.821], [3.464, 3.019, -3.573], [2.203, 3.835, -3.360], [1.158, 3.115, -2.518], [0.929, 1.714, -2.902], [0.776, 0.614, -3.185], [3.947, 2.836, -2.609], [4.174, 3.582, -4.175], [3.233, 2.059, -4.028], [1.754, 4.101, -4.319], [2.443, 4.772, -2.855], [0.182, 3.611, -2.523], [1.398, 3.069, -1.447], [-4.541, 1.102, -2.167], [-5.595, 2.223, -2.154], [-6.542, 2.157, -3.337], [-7.335, 0.931, -3.347], [-7.957, -0.035, -3.349], [-4.896, 0.231, -2.720], [-4.315, 0.740, -1.163], [-3.595, 1.451, -2.586], [-5.090, 3.189, -2.116], [-6.141, 2.149, -1.210], [-5.986, 2.209, -4.279], [-7.218, 3.014, -3.367], [-1.653, -2.409, -1.811], [-3.168, -2.441, -1.654], [-3.888, -2.591, -2.997], [-3.648, -3.893, -3.608], [-3.444, -4.911, -4.097], [-1.321, -3.232, -2.445], [-1.205, -2.500, -0.819], [-1.288, -1.471, -2.240], [-3.543, -1.569, -1.119], [-3.401, -3.301, -1.022], [-3.489, -1.829, -3.680], [-4.957, -2.390, -2.929], [6.593, 2.463, 1.837], [5.677, 1.408, 1.179], [4.553, 0.947, 2.104], [5.048, 0.359, 3.341], [5.443, -0.111, 4.309], [7.187, 2.942, 1.058], [7.254, 2.023, 2.579], [5.977, 3.240, 2.291], [6.258, 0.555, 0.834], [5.235, 1.875, 0.298], [3.944, 0.195, 1.595], [3.882, 1.778, 2.333], [2.523, -2.942, 5.749], [3.172, -2.772, 4.383], [2.772, -3.860, 3.374], [2.941, -5.206, 3.932], [3.082, -6.256, 4.368], [2.648, -2.023, 6.323], [2.949, -3.778, 6.299], [1.445, -3.075, 5.628], [4.259, -2.686, 4.432], [2.838, -1.817, 3.961], [3.350, -3.790, 2.455], [1.709, -3.740, 3.156], [-1.613, 0.501, 0.066], [0.045, 0.877, 0.594], [0.929, -0.342, 0.539], [0.428, -1.625, 1.645], [0.003, 1.382, 1.558], [0.445, 1.596, -0.121], [1.940, -0.037, 0.790], [0.863, -0.727, -0.475]],
  "mulliken_charge": [-1.26, -0.33, 0.06, 0.11, -0.36, 0.37, 0.29, 0.36, 0.33, 0.21, 0.50, -0.19, -0.90, -1.15, 0.83, 0.20, -0.55, 0.18, 0.36, 0.44, 0.39, 0.37, -0.33, 0.18, -1.30, 0.44, -0.03, 0.17, -0.60, 0.38, 0.39, 0.11, -0.39, 0.50, 0.53, -0.13, -0.88, -0.65, -0.25, 0.21, -0.40, 0.12, 0.40, 0.26, 0.33, 0.32, 0.38, 0.19, -0.15, -0.46, -0.67, 0.22, -0.44, 0.29, -0.27, 0.17, 0.36, 0.30, 0.31, 0.40, -0.76, -0.05, -0.48, 0.04, -0.46, 0.55, 0.06, 0.21, -0.16, 0.40, 0.25, 0.42, -1.28, -0.24, 0.57, 0.17, -0.50, 0.40, 0.33, 0.31, 0.34, 0.05, -0.55, 0.35, -1.37, 0.07, 0.11, 0.08, -0.46, 0.39, 0.43, 0.21, 0.36, -0.06, 0.34, -0.10, 0.08, -0.21, 1.24, -0.12, 0.55, -0.83, -0.45, -0.48],
  "orbital_gap_ev": 10.81,
  "energy_ev": -73195.9897,
  "charge": 0,
  "multiplicity": 1,
  "homo_ev": -11.1
}